Below is an isolated molecule of C8H11NOS, with properties calculated with the ωB97M-V functional and the def2-TZVPD basis.

ORCA input file:
```
! RIJCOSX wB97M-V def2-TZVPD def2/J DEFGRID3
* xyz 0 1
C 1.673 -1.272 0.111
C 1.916 -0.403 -0.916
C -0.359 -0.653 1.206
C 0.254 -1.706 0.410
C 0.963 0.266 -1.710
C -2.329 -0.576 2.679
C -0.069 0.923 -0.956
C 0.324 2.176 -0.239
N -1.318 -0.678 1.950
O -2.168 -0.281 -2.011
S -1.747 0.851 -1.180
H 2.428 -1.617 0.713
H 2.976 0.015 -1.098
H -0.350 -1.727 -0.580
H 0.291 -2.789 0.893
H 1.321 1.038 -2.351
H 0.346 -0.432 -2.438
H -3.184 -0.236 2.148
H -2.102 -0.512 3.677
H -0.568 2.682 0.205
H 0.683 2.872 -0.988
H 1.019 2.058 0.475
*
```

For the energy above the lowest of the compared OMol25 structures with the same formula, charge and spin, the calculation gives 5.590 eV. For the HOMO-LUMO gap (spin up / spin down), the calculation gives 7.5 / 7.5 eV. The highest occupied orbital energy (spin up / spin down) comes out at -0.277 / -0.277 Ha. The max |F| comes out at 0.1095 Eh/bohr.